(1)
Below is a molecular structure, C5H6O, with properties calculated with ωB97M-V with the def2-TZVPD basis set.

Output
HOMO: -9.297 eV
relative energy (zero: lowest compared OMol25 entry of this formula, charge and spin): 94.7 kcal per mole
gap between HOMO and LUMO: 0.3653 hartree

Atoms and positions in Å:
C  -0.35  -0.63  1.30
C  0.05  0.20  0.06
C  1.17  1.14  0.27
O  1.67  1.38  1.34
C  -0.28  -0.30  -1.24
C  -0.94  -0.63  -2.21
H  -1.33  -1.10  1.18
H  0.38  -1.44  1.49
H  -0.34  -0.01  2.20
H  -0.56  1.00  -0.71
H  1.43  1.71  -0.65
H  -0.91  -1.31  -3.02

---

(2)
Below is a molecular structure, C17H29N2NdS, with properties calculated with ωB97M-V with the def2-TZVPD basis set.

Output
net charge: +2
HOMO (spin up / spin down): -14.084 / -14.074 eV
spin multiplicity: 4
gap between HOMO and LUMO (spin up / spin down): 0.2334 / 0.2384 hartree
expectation value of S²: 3.761

Atoms and positions in Å:
C  1.12  2.16  -0.13
H  1.43  2.52  0.87
H  1.94  2.34  -0.88
H  1.58  1.12  0.70
C  -0.17  2.93  -0.59
H  -0.83  2.28  -1.25
H  -0.77  3.28  0.29
C  0.07  4.24  -1.48
H  -0.93  4.66  -1.74
H  0.64  5.03  -0.93
H  0.58  4.01  -2.43
C  -0.88  -2.08  -1.14
C  -1.28  -1.13  -2.11
C  -0.10  -0.44  -2.55
C  1.02  -0.96  -1.82
C  0.53  -1.96  -0.93
C  1.34  -2.93  -0.16
C  2.44  -0.60  -2.04
C  -0.03  0.70  -3.51
C  -2.68  -0.76  -2.39
C  -1.77  -3.05  -0.46
Nd  -0.68  0.37  0.01
H  3.06  -0.86  -1.19
H  2.85  -1.14  -2.91
H  2.57  0.46  -2.26
H  2.36  -2.58  0.03
H  0.87  -3.20  0.80
H  1.44  -3.88  -0.70
H  -2.78  -2.65  -0.33
H  -1.88  -4.00  -1.01
H  -1.41  -3.31  0.54
H  -2.77  0.22  -2.86
H  -3.23  -1.46  -3.03
H  -3.25  -0.71  -1.46
H  0.70  1.46  -3.18
H  0.27  0.41  -4.53
H  -1.00  1.20  -3.61
C  -0.14  -1.96  4.05
N  0.08  -0.54  3.87
C  0.87  0.29  4.65
C  0.66  1.57  4.23
N  -0.29  1.51  3.21
C  -0.69  0.19  3.04
S  -2.10  -0.52  2.31
H  -1.22  -2.13  4.17
H  0.21  -2.53  3.17
H  0.39  -2.27  4.94
H  1.44  -0.10  5.46
H  1.06  2.50  4.57
H  -0.65  2.32  2.69

---

(3)
Below is 2 unconnected molecules or ions with the total composition C3H9ClSSi, with properties calculated with ωB97M-V with the def2-TZVPD basis set.

Output
structure (SMILES): C[SiH](C)Cl.C=S
HOMO: -8.960 eV
relative energy (zero: lowest compared OMol25 entry of this formula, charge and spin): 25.7 kcal per mole
gap between HOMO and LUMO: 0.3074 hartree

Atoms and positions in Å:
C  0.71  -0.02  1.57
C  2.19  -0.63  -1.07
C  -3.65  -0.07  -0.06
Si  0.93  0.51  -0.30
S  -3.27  1.21  -1.01
Cl  1.64  2.49  -0.18
H  -0.37  -0.03  1.74
H  0.85  -1.12  1.52
H  1.51  0.59  2.09
H  1.89  -1.16  -1.86
H  2.97  0.03  -1.46
H  2.49  -1.44  -0.42
H  -2.84  -0.60  0.25
H  -4.69  -0.27  0.28
H  -0.35  0.53  -1.08

---

(4)
Below is a single C30H34N2O6 molecule, with properties calculated with ωB97M-V with the def2-TZVPD basis set.

Output
structure (SMILES): O=C(C1=C[C@@H](c2coc3ccccc3c2=O)C[C@@H](OCCCCO)O1)N1CCN(Cc2ccccc2)CC1
HOMO: -8.540 eV
relative energy (zero: lowest compared OMol25 entry of this formula, charge and spin): 0.3 kcal per mole
gap between HOMO and LUMO: 0.3182 hartree

Atoms and positions in Å:
O  -2.92  -0.29  2.12
C  -2.14  0.19  1.31
N  -2.25  1.45  0.85
C  -1.44  2.10  -0.15
H  -0.71  1.42  -0.59
C  -0.71  3.29  0.48
N  -1.70  4.20  1.03
C  -2.47  3.54  2.06
C  -3.21  2.35  1.44
H  -3.77  1.80  2.20
H  -3.89  2.71  0.67
H  -3.20  4.25  2.47
H  -1.83  3.17  2.89
C  -1.15  5.50  1.42
C  -0.06  5.42  2.46
C  1.27  5.35  2.08
C  2.27  5.20  3.03
C  1.95  5.13  4.37
C  0.62  5.22  4.76
C  -0.37  5.36  3.82
H  -1.41  5.44  4.13
H  0.37  5.17  5.81
H  2.73  5.02  5.11
H  3.30  5.15  2.71
H  1.53  5.42  1.03
H  -1.98  6.10  1.79
H  -0.76  5.96  0.51
H  -0.14  3.80  -0.29
H  -0.02  2.91  1.25
H  -2.10  2.47  -0.94
C  -1.00  -0.65  0.78
C  -1.21  -1.89  0.35
C  -0.11  -2.75  -0.18
C  -0.51  -3.53  -1.41
C  -1.40  -3.06  -2.30
O  -1.78  -3.69  -3.42
C  -1.23  -4.90  -3.70
C  -1.65  -5.54  -4.87
C  -1.11  -6.77  -5.19
C  -0.16  -7.37  -4.37
C  0.25  -6.74  -3.22
C  -0.28  -5.49  -2.87
C  0.16  -4.81  -1.64
O  1.00  -5.27  -0.88
H  0.98  -7.17  -2.56
H  0.25  -8.33  -4.64
H  -1.44  -7.27  -6.10
H  -2.38  -5.06  -5.49
H  -1.91  -2.11  -2.18
C  1.11  -1.87  -0.49
C  1.34  -0.91  0.67
O  2.44  -0.11  0.37
C  2.89  0.71  1.44
C  4.01  1.62  0.95
C  3.54  2.85  0.16
C  3.06  2.56  -1.26
O  1.78  2.00  -1.33
H  1.81  1.18  -0.81
H  3.80  1.91  -1.77
H  3.00  3.50  -1.82
H  4.37  3.55  0.10
H  2.73  3.34  0.71
H  4.68  1.02  0.33
H  4.56  1.96  1.83
H  2.05  1.31  1.83
H  3.25  0.06  2.25
O  0.23  -0.05  0.87
H  1.51  -1.47  1.61
H  2.00  -2.48  -0.64
H  0.93  -1.28  -1.39
H  0.18  -3.50  0.57
H  -2.21  -2.29  0.38

---

(5)
Below is a molecular structure, C64H56AsKN3O5S3Si, with properties calculated with ωB97M-V with the def2-TZVPD basis set.

Output
net charge: -1
HOMO: -3.450 eV
relative energy (zero: lowest compared OMol25 entry of this formula, charge and spin): 5.8 kcal per mole
gap between HOMO and LUMO: 0.1836 hartree

Atoms and positions in Å:
K  -0.52  2.11  0.82
C  -8.18  -2.00  2.42
C  -6.77  -1.66  2.00
C  -5.68  -2.14  2.71
C  -4.39  -1.82  2.33
C  -4.19  -1.03  1.21
C  -5.27  -0.52  0.49
C  -6.55  -0.84  0.89
S  -2.53  -0.60  0.74
O  -2.60  0.77  0.14
C  -2.25  -1.78  -0.59
C  -2.10  -3.11  -0.14
C  -1.69  -4.09  -0.99
C  -1.42  -3.78  -2.35
C  -0.96  -4.78  -3.23
C  -0.76  -4.48  -4.55
C  -1.01  -3.19  -5.04
C  -1.43  -2.19  -4.19
C  -1.62  -2.46  -2.81
C  -2.01  -1.43  -1.89
C  -2.19  -0.05  -2.44
C  -3.48  0.30  -2.96
C  -4.56  -0.62  -2.96
C  -5.78  -0.27  -3.44
C  -6.00  1.03  -3.95
C  -4.98  1.94  -3.97
C  -3.70  1.59  -3.49
C  -2.62  2.52  -3.52
C  -1.39  2.16  -3.07
C  -1.18  0.86  -2.54
S  0.45  0.54  -1.84
O  0.94  1.90  -1.43
C  1.31  0.10  -3.34
C  1.58  -1.24  -3.56
C  2.27  -1.61  -4.70
C  2.71  -0.66  -5.61
C  3.44  -1.06  -6.86
C  2.46  0.69  -5.34
C  1.77  1.08  -4.21
H  -8.19  -2.58  3.34
H  -8.68  -2.59  1.64
H  -8.77  -1.09  2.58
H  -5.84  -2.76  3.59
H  -3.54  -2.17  2.90
H  -5.09  0.13  -0.35
H  -7.40  -0.45  0.34
H  -2.28  -3.34  0.91
H  -1.52  -5.11  -0.66
H  -0.77  -5.77  -2.83
H  -0.41  -5.25  -5.23
H  -0.86  -2.97  -6.09
H  -1.59  -1.19  -4.58
H  -4.40  -1.62  -2.57
H  -6.59  -0.98  -3.43
H  -6.98  1.30  -4.33
H  -5.13  2.93  -4.37
H  -2.79  3.51  -3.92
H  -0.56  2.86  -3.06
H  1.25  -1.99  -2.85
H  2.47  -2.66  -4.88
H  3.80  -2.09  -6.79
H  4.30  -0.41  -7.04
H  2.78  -0.99  -7.73
H  2.82  1.45  -6.03
H  1.60  2.12  -3.98
O  -0.47  -7.05  -1.03
S  0.59  -8.05  -0.95
O  1.12  -8.44  -2.24
O  0.33  -9.12  -0.02
C  1.98  -7.16  -0.18
N  3.08  -7.87  0.07
C  4.08  -7.21  0.63
C  4.02  -5.86  0.94
C  2.85  -5.21  0.62
N  1.83  -5.87  0.07
C  2.63  -3.75  0.83
C  1.41  -3.20  0.45
C  1.22  -1.84  0.57
N  2.14  -0.99  1.02
C  3.28  -1.53  1.43
C  3.58  -2.88  1.35
H  4.98  -7.79  0.85
H  4.86  -5.36  1.41
H  0.64  -3.84  0.06
H  0.27  -1.41  0.27
H  4.03  -0.83  1.81
H  4.55  -3.23  1.68
C  6.56  4.26  -0.70
C  6.21  2.93  -0.54
C  5.06  2.58  0.14
C  4.24  3.57  0.69
C  4.59  4.91  0.52
C  5.74  5.25  -0.17
As  2.65  2.95  1.64
C  1.59  4.60  1.55
C  1.20  5.31  2.68
C  0.36  6.41  2.57
C  -0.09  6.82  1.32
C  0.28  6.11  0.19
C  1.11  5.00  0.30
C  3.28  3.05  3.48
C  2.57  2.31  4.42
C  2.94  2.34  5.76
C  4.03  3.10  6.16
C  4.75  3.83  5.23
C  4.37  3.81  3.89
H  7.46  4.53  -1.24
H  6.84  2.15  -0.96
H  4.78  1.54  0.24
H  3.95  5.68  0.93
H  6.00  6.29  -0.30
H  1.53  4.99  3.66
H  0.05  6.94  3.46
H  -0.75  7.68  1.23
H  -0.07  6.42  -0.79
H  1.38  4.43  -0.58
H  1.70  1.73  4.11
H  2.36  1.78  6.48
H  4.32  3.12  7.20
H  5.60  4.42  5.54
H  4.94  4.38  3.16
C  -3.16  1.82  4.37
Si  -1.24  1.91  4.15
C  -0.75  0.47  5.34
C  -0.90  3.43  5.31
H  -3.43  1.83  5.43
H  -3.59  0.92  3.92
H  -3.65  2.68  3.89
H  -1.18  0.62  6.34
H  0.33  0.34  5.46
H  -1.13  -0.48  4.95
H  -1.38  3.28  6.28
H  -1.31  4.34  4.87
H  0.16  3.61  5.48

---

(6)
Below is a molecular structure, C17H41AsCoN6Se, with properties calculated with ωB97M-V with the def2-TZVPD basis set.

Output
net charge: +2
HOMO (spin up / spin down): -12.825 / -12.824 eV
relative energy (zero: lowest compared OMol25 entry of this formula, charge and spin): 6.2 kcal per mole
spin multiplicity: 2
gap between HOMO and LUMO (spin up / spin down): 0.2794 / 0.2891 hartree
expectation value of S²: 0.787

Atoms and positions in Å:
Co  1.23  -0.62  -0.59
N  1.42  0.54  -2.32
C  1.22  -0.35  -3.48
C  2.01  -1.64  -3.27
N  1.94  -2.14  -1.86
C  3.29  -2.46  -1.35
C  4.01  -1.16  -1.05
N  3.15  -0.35  -0.14
C  0.95  -3.22  -1.71
C  -0.43  -2.61  -1.90
N  -0.54  -1.40  -1.03
H  0.74  1.29  -2.35
H  2.34  0.98  -2.38
H  1.53  0.12  -4.42
H  0.15  -0.53  -3.55
H  3.06  -1.47  -3.52
H  1.67  -2.42  -3.96
H  3.87  -3.08  -2.04
H  3.17  -3.03  -0.43
H  4.16  -0.58  -1.96
H  4.99  -1.33  -0.62
H  3.49  0.60  -0.07
H  3.25  -0.73  0.80
H  1.05  -3.61  -0.69
H  1.12  -4.04  -2.40
H  -1.22  -3.33  -1.67
H  -0.57  -2.32  -2.94
H  -0.97  -1.68  -0.16
H  -1.15  -0.67  -1.41
C  -2.68  4.01  -3.07
N  -3.49  3.48  -1.98
C  -4.80  3.85  -1.71
C  -5.18  3.16  -0.62
N  -4.10  2.39  -0.22
C  -4.10  1.49  0.92
C  -3.07  2.59  -1.07
Se  -1.37  1.81  -1.00
H  -3.30  4.71  -3.63
H  -2.35  3.20  -3.71
H  -1.81  4.54  -2.66
H  -5.32  4.56  -2.32
H  -6.11  3.15  -0.08
H  -4.78  1.89  1.67
H  -3.09  1.44  1.32
H  -4.44  0.50  0.62
C  3.13  -0.41  3.44
C  1.86  -1.22  3.16
As  0.64  -0.45  1.83
C  -1.03  -1.40  2.19
C  -1.47  -1.57  3.64
C  0.48  1.39  2.41
C  0.06  1.63  3.85
H  3.66  -0.85  4.28
H  2.91  0.62  3.70
H  3.83  -0.40  2.61
H  1.27  -1.29  4.08
H  2.08  -2.24  2.86
H  -0.90  -2.39  1.74
H  -1.80  -0.88  1.61
H  -0.73  -2.09  4.24
H  -2.38  -2.18  3.68
H  -1.70  -0.62  4.12
H  -0.19  1.87  1.69
H  1.47  1.82  2.21
H  -0.98  1.35  4.02
H  0.16  2.69  4.09
H  0.68  1.08  4.57

---

Computed values of maximum force (unit: eV/A) for the preceding records, in sequence: 2.9, 4.1, 4.2, 0.8, 0.5, 0.5.